[1]
97
Properties=species:S:1:pos:R:3:forces:R:3:mulliken_spin:R:1 method="wB97M-V/def2-TZVPD" multiplicity=2 de_lowest_kj_mol=11.72 lumo_energy_ev="-2.8 / -2.8" e_homo_ev="-9.8061 / -10.0900" orbital_gap_ev="6.968 / 7.247" charge=+1 largest_force_ev_per_a=0.57 e_tot_ev=-159868.00905
Ti -0.587 0.315 1.804 -0.2 0.3 0.1 0.83
O -3.734 3.038 -1.898 0.0 0.0 0.0 0.00
C -4.331 3.292 -0.685 0.0 0.0 0.0 0.00
C -5.344 4.228 -0.547 0.0 0.0 0.0 0.00
C -5.928 4.426 0.695 0.0 0.0 0.0 0.00
C -5.504 3.690 1.790 0.0 0.0 0.0 0.00
C -4.485 2.760 1.637 0.0 0.0 0.0 0.00
C -3.884 2.552 0.406 -0.1 0.0 0.0 0.00
C -2.771 1.547 0.226 0.0 -0.3 -0.3 0.03
O -2.243 1.096 1.408 0.0 0.0 0.2 0.04
N -3.316 0.401 -0.541 0.0 0.1 0.0 0.00
N -2.529 -0.695 -0.595 -0.1 -0.1 -0.1 0.01
C -2.527 -1.368 -1.680 0.1 0.0 0.0 0.00
C -1.874 -2.668 -1.806 0.0 0.0 -0.1 0.00
Br -1.657 -3.663 -0.205 0.0 0.0 0.1 0.00
C -1.505 -3.262 -2.948 0.0 0.0 0.0 0.00
C -1.402 -2.606 -4.264 0.0 0.0 0.0 0.00
C -1.685 -3.336 -5.421 0.0 0.0 0.0 0.00
C -1.549 -2.755 -6.672 0.0 0.0 0.0 0.00
C -1.112 -1.442 -6.786 0.0 0.0 0.0 0.00
C -0.802 -0.717 -5.643 0.0 0.0 0.0 0.00
C -0.939 -1.293 -4.388 0.0 0.0 0.0 0.00
H -4.097 3.633 -2.561 0.0 0.0 0.0 0.00
H -5.677 4.796 -1.409 0.0 0.0 0.0 0.00
H -6.720 5.156 0.800 0.0 0.0 0.0 0.00
H -5.963 3.839 2.757 0.0 0.0 0.0 0.00
H -4.133 2.181 2.479 0.0 0.0 0.0 0.00
H -1.978 2.013 -0.380 0.0 0.0 0.0 0.00
H -3.692 0.698 -1.439 0.0 0.0 0.0 0.00
H -3.037 -1.015 -2.579 -0.1 0.0 0.0 0.00
H -1.247 -4.317 -2.913 0.0 0.0 0.0 0.00
H -2.026 -4.361 -5.335 0.0 0.0 0.0 0.00
H -1.784 -3.328 -7.559 0.0 0.0 0.0 0.00
H -1.005 -0.989 -7.762 0.0 0.0 0.0 0.00
H -0.445 0.302 -5.728 0.0 0.0 0.0 0.00
H -0.652 -0.747 -3.499 0.0 0.0 0.0 0.00
C -1.883 -3.504 3.287 0.1 0.0 0.0 0.00
C -0.755 -4.319 3.379 0.0 0.1 0.0 0.01
C 0.482 -3.787 3.102 0.0 0.0 0.0 0.00
C 0.612 -2.432 2.761 0.0 -0.1 0.0 0.02
N -0.490 -1.664 2.641 -0.1 -0.1 -0.1 -0.03
C -1.698 -2.203 2.893 -0.1 0.0 0.0 0.04
N 1.904 -1.972 2.563 0.0 0.0 -0.3 0.01
C 2.163 -0.700 2.622 -0.1 0.1 0.0 0.01
N 1.270 0.318 2.705 0.4 -0.2 0.4 0.00
C 1.939 1.489 2.978 0.1 0.0 0.0 -0.02
N 1.435 2.609 3.338 0.0 0.0 0.0 0.00
C 0.099 2.700 3.726 0.1 0.0 -0.1 0.00
C -0.273 3.912 4.319 0.0 -0.1 0.1 -0.01
C -1.521 4.039 4.880 0.0 0.0 0.0 0.00
C -2.395 2.955 4.837 0.0 0.0 0.0 0.00
C -1.990 1.825 4.168 0.0 0.0 0.0 0.01
N -0.781 1.689 3.599 -0.1 0.2 -0.2 -0.02
C 3.394 1.222 2.897 0.0 0.1 0.0 0.00
C 4.491 2.045 3.051 0.0 0.0 0.0 0.00
C 5.748 1.458 2.942 0.0 0.0 0.0 0.00
C 5.890 0.090 2.717 0.0 0.0 0.0 0.00
C 4.778 -0.737 2.595 0.0 0.0 0.0 0.00
C 3.534 -0.140 2.676 0.1 -0.1 0.0 0.00
H -2.877 -3.878 3.481 0.0 0.0 0.0 0.00
H -0.851 -5.359 3.662 0.0 0.0 0.0 0.00
H 1.389 -4.371 3.166 0.0 0.0 0.0 0.00
H -2.548 -1.545 2.736 0.0 0.0 0.0 0.00
H 0.461 4.704 4.347 0.0 0.0 0.0 0.00
H -1.817 4.964 5.356 0.0 0.0 0.0 0.00
H -3.378 3.000 5.282 0.0 0.0 0.0 0.00
H -2.663 0.986 4.046 0.0 0.0 0.0 0.00
H 4.366 3.101 3.250 0.0 0.0 0.0 0.00
H 6.635 2.069 3.048 0.0 0.0 0.0 0.00
H 6.884 -0.335 2.655 0.0 0.0 0.0 0.00
H 4.876 -1.806 2.457 0.0 0.0 0.0 0.00
N 2.335 1.923 0.010 0.0 0.0 0.0 0.00
C 2.383 0.771 -0.872 0.1 0.0 0.0 0.02
C 2.954 1.083 -2.270 -0.1 -0.1 0.0 0.00
C 3.165 -0.071 -3.254 0.1 0.0 0.0 0.00
C 4.070 -1.207 -2.770 -0.1 0.0 0.0 0.00
N 3.485 -2.052 -1.721 0.0 -0.1 0.0 0.00
C 2.381 -2.780 -1.858 -0.1 0.0 0.0 0.00
N 1.890 -3.058 -3.066 0.1 -0.1 0.0 0.00
N 1.809 -3.324 -0.774 0.0 0.2 0.1 0.00
C 1.023 0.055 -0.915 0.2 0.1 0.0 0.01
O 0.778 -0.749 -1.800 0.0 0.1 0.0 0.00
O 0.209 0.314 0.045 -0.2 0.1 0.3 0.06
H 1.694 2.627 -0.337 0.0 0.0 0.0 0.00
H 3.249 2.351 0.098 0.0 0.0 0.0 0.00
H 3.051 0.048 -0.383 0.0 0.0 0.1 0.00
H 3.913 1.588 -2.112 0.0 0.0 0.0 0.00
H 2.299 1.822 -2.741 0.0 0.0 0.0 0.00
H 3.643 0.337 -4.149 0.0 0.0 0.0 0.00
H 2.200 -0.465 -3.563 0.0 0.0 0.0 0.00
H 4.997 -0.811 -2.354 0.0 0.0 0.0 0.00
H 4.367 -1.839 -3.610 0.0 0.0 0.0 0.00
H 3.822 -1.935 -0.779 0.0 0.0 0.0 0.00
H 2.256 -2.576 -3.869 0.0 0.0 0.0 0.00
H 0.918 -3.319 -3.135 0.0 0.0 0.0 0.00
H 1.979 -2.880 0.121 0.1 -0.1 0.0 0.00
H 0.863 -3.676 -0.862 0.0 0.0 0.0 0.00

---

[2]
14
Properties=species:S:1:pos:R:3:forces:R:3:lowdin_charge:R:1 method="wB97M-V/def2-TZVPD" lumo_energy_ev=-4.7 e_homo_ev=-13.6634 orbital_gap_ev=8.964 charge=+1 largest_force_ev_per_a=6.04 e_tot_ev=-43289.19801
N 0.814 -0.955 0.464 -2.2 0.5 0.0 -0.29
S 2.177 -0.183 -0.046 -0.4 5.9 1.2 0.56
O 2.309 -0.188 -1.488 0.0 -0.7 2.2 -0.26
O 3.238 -0.302 0.922 -0.7 -1.4 -1.6 -0.27
S -0.524 -0.122 0.498 -0.3 -2.1 1.7 0.86
O 1.522 1.330 0.428 1.3 -1.1 -1.3 -0.91
O -0.933 1.125 1.222 0.5 -1.9 -1.1 -0.57
C -1.457 -0.124 -1.154 0.4 0.4 -0.1 -0.70
F -0.926 0.795 -1.920 0.2 0.5 -0.3 0.19
F -1.326 -1.308 -1.704 0.1 -0.2 0.2 0.20
F -2.724 0.136 -0.935 -0.1 0.1 0.2 0.20
Ba 0.619 3.106 1.658 0.6 -0.9 -0.6 2.01
O -1.491 -1.204 1.183 0.3 0.9 -0.4 -0.13
H -1.297 -2.107 0.873 0.3 0.1 0.1 0.12

---

[3]
31
Properties=species:S:1:pos:R:3:forces:R:3:nbo_charge:R:1 method="wB97M-V/def2-TZVPD" de_lowest_kj_mol=251.90 lumo_energy_ev=0.7 e_homo_ev=-8.3682 orbital_gap_ev=9.047 largest_force_ev_per_a=6.26 e_tot_ev=-16822.62439
C -0.038 1.722 -3.926 -2.0 0.7 -0.1 -0.62
C -1.028 2.811 -0.072 -1.2 1.5 2.4 0.26
C -0.759 3.873 -0.955 -0.9 -1.0 -1.4 -0.23
C -0.856 1.471 -0.320 -1.3 -0.9 3.1 -0.25
C -0.579 3.554 -2.303 0.2 -2.7 3.8 -0.20
C -0.286 1.165 -1.513 -0.6 -0.6 0.3 -0.23
C -0.306 2.159 -2.432 1.3 1.1 -6.0 -0.02
O -1.720 3.227 1.096 0.9 -0.8 0.8 -0.71
H -1.006 4.893 -0.789 -0.2 0.6 1.1 0.22
H -1.481 2.699 1.913 -0.2 0.7 -1.7 0.48
H -1.311 0.651 0.423 1.4 2.0 -1.6 0.23
H -0.801 4.325 -3.001 0.5 0.0 -1.1 0.23
H -0.060 0.121 -1.683 0.1 0.1 -0.7 0.22
H -1.124 1.641 -4.439 2.5 0.0 0.9 0.21
H 0.454 0.734 -3.936 -0.2 0.6 -0.4 0.21
H 0.528 2.525 -4.486 -0.5 -1.2 0.6 0.21
C 1.471 -1.185 3.340 0.9 -2.0 2.2 -0.63
C 0.878 -2.612 0.001 -0.7 -0.4 -1.2 -0.19
C -0.068 -3.668 0.187 -0.2 1.0 1.5 -0.24
C 1.448 -1.958 1.081 -1.2 -0.1 -0.1 -0.23
C 0.979 -2.233 2.382 0.8 -0.7 -1.2 0.00
C -0.421 -4.065 1.516 -0.2 -0.4 -1.2 -0.20
C 0.154 -3.385 2.588 0.3 1.6 0.3 -0.23
H 1.113 -2.154 -1.010 -0.4 -1.1 1.1 0.21
H -0.747 -4.010 -0.583 0.6 -0.2 -0.4 0.22
H 2.072 -1.077 0.854 -0.2 -0.6 0.4 0.21
H -1.231 -4.878 1.664 1.6 1.5 -0.2 0.22
H 2.551 -1.008 3.207 -0.4 -0.1 0.0 0.22
H 1.332 -1.450 4.419 0.0 0.2 -0.8 0.21
H -0.146 -3.615 3.607 0.0 0.0 -0.1 0.21
H 0.990 -0.272 3.168 -0.9 1.4 -0.3 0.22